Below is a 21-piece molecular cluster, C11H55BrClFN2O24P overall in a non-equilibrium geometry, with properties calculated with ωB97M-V with the def2-TZVPD basis set.

- Kohn-Sham gap (eV) = 8.37
- LUMO energy (eV) = -3.8344
- HOMO (hartree) = -0.44861
- net charge = +1

```
96
Properties=species:S:1:pos:R:3:forces:R:3
C -1.039 0.587 2.742 0.745 0.506 -0.377
C -0.050 1.131 2.017 -0.920 -0.616 0.519
C 0.758 0.417 0.968 0.176 -0.013 0.711
C 0.348 -1.029 0.664 0.343 0.143 -0.903
C -0.483 -1.242 -0.603 -0.095 -0.518 0.566
C -0.233 -2.595 -1.241 -0.518 0.385 -0.447
Cl 1.480 -2.718 -1.755 0.228 -0.296 0.048
C 1.072 1.285 -0.273 -0.590 -0.291 -1.028
C 1.141 2.770 -0.002 0.581 0.663 0.612
O 2.163 3.375 0.201 -0.553 -0.435 0.060
N -0.140 3.394 -0.003 0.106 -0.318 -1.027
C -0.335 4.554 -0.734 -0.740 0.079 -0.015
O -1.273 4.751 -1.456 0.724 0.046 0.522
F 0.602 5.444 -0.514 0.169 0.266 -0.093
C 2.419 0.746 -0.710 0.943 0.963 0.604
O 3.109 1.529 -1.648 -0.164 -0.136 -0.012
C 3.055 0.713 0.657 -0.532 -0.167 -0.309
N 2.202 0.368 1.549 0.856 0.156 -0.210
P 2.561 -0.146 3.285 -0.214 0.546 0.291
O 2.032 -1.630 3.193 -0.036 -0.137 -0.115
Br 4.761 -0.435 3.009 0.011 0.022 0.055
H -1.384 -0.425 2.631 -0.052 -0.191 -0.116
H -1.531 1.164 3.513 -0.073 0.020 -0.059
H 0.218 2.160 2.215 0.134 0.108 0.032
H 1.269 -1.588 0.536 0.200 -0.107 -0.049
H -0.142 -1.480 1.503 -0.261 -0.137 0.530
H -1.540 -1.197 -0.355 -0.170 0.215 -0.123
H -0.284 -0.518 -1.378 -0.067 0.190 -0.061
H -0.819 -2.628 -2.154 -0.001 -0.150 -0.145
H -0.502 -3.457 -0.646 0.274 -0.084 0.312
H 0.367 1.151 -1.088 -0.265 -0.157 0.081
H -0.884 2.761 -0.274 -0.061 -0.143 0.243
H 2.323 -0.282 -1.058 -0.154 -0.286 -0.029
H 4.049 1.336 -1.555 0.111 0.190 -0.042
H 4.078 0.991 0.860 0.246 -0.416 0.139
H 2.493 -2.241 2.597 -0.185 -0.319 0.114
O 0.440 5.884 -3.857 0.070 -0.104 -0.002
H 0.918 6.535 -3.335 0.010 0.036 0.000
H -0.073 5.375 -3.222 -0.123 0.126 -0.064
O -2.624 7.381 -0.895 0.040 0.060 -0.030
H -2.797 7.150 0.022 0.020 0.079 0.062
H -1.919 6.783 -1.172 -0.190 -0.036 -0.111
O 2.654 -5.032 -3.968 0.248 0.083 -0.176
H 3.299 -4.651 -4.578 0.152 -0.018 0.012
H 2.086 -4.289 -3.729 -0.211 -0.183 -0.056
O -2.941 1.224 5.284 0.271 -0.352 0.123
H -2.559 1.972 5.753 -0.102 0.077 0.037
H -3.526 0.830 5.953 -0.214 0.140 -0.072
O 3.014 -7.244 -6.119 -0.120 0.129 -0.210
H 2.664 -6.450 -5.701 0.027 -0.032 0.336
H 3.558 -7.648 -5.437 0.012 -0.037 0.018
O -0.034 -4.152 -4.836 0.043 0.188 -0.023
H 0.514 -3.996 -5.617 -0.036 -0.029 -0.071
H -0.069 -5.111 -4.765 0.016 -0.032 0.036
O -2.558 -0.489 -2.626 -0.033 0.109 -0.043
H -2.447 0.322 -3.133 0.056 -0.043 -0.102
H -3.481 -0.726 -2.760 -0.022 -0.052 0.030
O -5.915 6.964 -0.742 0.096 -0.122 -0.049
H -5.673 7.039 0.184 -0.047 0.072 0.045
H -5.091 7.107 -1.223 0.001 0.061 -0.008
O 4.398 -0.602 -3.198 0.102 -0.010 -0.057
H 4.850 -0.439 -4.034 0.057 0.016 0.014
H 3.840 0.173 -3.069 -0.294 -0.038 -0.138
O 2.152 -4.450 -7.510 -0.182 -0.068 0.197
H 2.694 -4.234 -8.274 0.043 0.063 0.011
H 2.110 -5.413 -7.512 0.086 -0.065 -0.096
O -3.598 0.092 0.881 0.047 0.025 0.034
H -3.893 1.007 0.887 -0.031 0.020 -0.024
H -4.292 -0.383 1.348 -0.007 -0.066 0.005
O -4.547 3.134 6.987 0.046 0.050 -0.002
H -4.497 3.954 6.487 -0.014 0.057 0.043
H -5.452 2.834 6.861 -0.015 -0.063 0.004
O -1.601 -1.629 5.414 -0.044 0.428 -0.055
H -1.942 -0.718 5.391 0.094 -0.092 0.023
H -2.277 -2.132 5.877 0.047 -0.096 0.025
O -4.767 -0.339 6.914 0.040 -0.105 -0.092
H -4.893 -1.182 6.469 -0.093 -0.011 -0.031
H -5.275 -0.409 7.727 0.053 0.087 0.070
O -2.870 9.967 -2.813 0.031 0.045 0.030
H -2.464 9.578 -3.592 -0.004 -0.008 -0.041
H -2.695 9.340 -2.103 -0.037 -0.118 0.055
O 0.984 0.020 -3.478 0.000 -0.005 0.173
H 1.523 0.263 -4.238 -0.079 0.026 -0.082
H 0.949 -0.946 -3.492 0.026 0.072 -0.048
O -0.897 -3.747 3.489 0.211 0.083 -0.051
H -1.102 -4.446 4.122 -0.016 0.005 0.021
H -0.642 -2.998 4.046 -0.248 -0.087 0.028
O -1.240 -5.754 6.160 0.062 0.047 -0.088
H -1.489 -5.853 7.083 -0.051 0.017 0.020
H -0.478 -6.331 6.053 0.007 -0.018 -0.026
O 5.014 -3.099 -5.180 -0.162 0.088 -0.021
H 4.507 -2.684 -4.475 0.030 0.077 0.143
H 5.926 -2.844 -5.011 0.059 -0.139 0.014
O 3.898 -4.020 3.704 -0.156 0.139 -0.167
H 4.359 -3.179 3.731 0.241 -0.002 0.152
H 4.388 -4.595 4.298 -0.004 -0.054 -0.008
```
Forces are in eV/Å.